Below is a cluster of 10 separate species, C14H48N2O10 in total, with properties calculated with ωB97M-V with the def2-TZVPD basis set.

## Properties
HOMO-LUMO gap: 9.10 eV
multiplicity: 1
maximum force: 0.182 Eh/bohr
E_LUMO: 0.0032 Ha
SMILES: NC(N)=O.CCO.CCO.CCO.CCO.CO.CO.CO.CO.CO
calculated total energy: -1423.882201 a.u.

XYZ file:
```
74
Properties=species:S:1:pos:R:3:lowdin_charge:R:1
C 3.849 -1.764 -0.095 -0.045
C 3.597 -3.210 -0.624 -0.271
O 2.286 -3.040 -1.093 -0.101
H 3.755 -0.950 -0.817 0.067
H 4.731 -1.607 0.617 0.103
H 2.977 -1.570 0.538 0.037
H 3.624 -3.964 0.131 0.083
H 4.186 -3.613 -1.452 0.118
H 2.209 -3.652 -1.824 0.097
C -2.615 -3.668 -2.369 -0.084
C -1.372 -3.247 -1.592 -0.327
O -0.829 -2.187 -2.308 -0.095
H -3.354 -4.176 -1.696 0.081
H -2.317 -4.402 -3.156 0.081
H -3.248 -2.932 -2.828 0.066
H -0.669 -4.102 -1.583 0.116
H -1.688 -2.953 -0.619 0.084
H -1.348 -1.375 -2.103 0.026
C -1.192 5.135 -1.328 -0.087
C -0.783 3.740 -1.040 -0.335
O -1.979 2.965 -0.853 -0.081
H -0.363 5.781 -1.691 0.087
H -1.475 5.567 -0.408 0.047
H -2.124 5.144 -2.014 0.122
H -0.255 3.793 -0.049 0.100
H -0.080 3.293 -1.693 0.085
H -1.775 2.039 -0.832 0.004
C -1.724 1.933 2.272 -0.090
C -2.503 3.210 2.178 -0.307
O -2.494 3.812 3.437 -0.057
H -0.717 2.109 2.574 0.066
H -1.742 1.330 1.341 0.048
H -1.926 1.246 3.027 0.053
H -3.505 3.046 1.858 0.117
H -1.977 3.781 1.450 0.078
H -1.591 4.111 3.608 0.089
C -2.873 0.290 -1.346 -0.645
O -3.798 0.782 -2.292 -0.120
N -1.621 0.195 -1.528 0.125
N -3.175 -0.075 -0.124 0.173
H -1.351 0.436 -2.487 0.169
H -0.964 -0.255 -0.830 0.106
H -4.026 0.453 0.196 0.157
H -2.478 -0.307 0.596 0.072
C 1.299 -3.416 2.447 -0.174
O 0.460 -3.347 1.346 -0.145
H 2.342 -3.794 2.203 0.101
H 0.897 -4.092 3.153 0.066
H 1.460 -2.441 3.003 0.106
H 0.807 -4.088 0.790 0.120
C 3.337 3.464 -0.627 -0.135
O 3.759 2.358 0.191 -0.110
H 3.148 3.296 -1.681 0.065
H 4.005 4.275 -0.561 0.058
H 2.311 3.828 -0.341 0.084
H 3.324 2.387 1.024 0.050
C -1.694 -2.062 3.438 -0.161
O -1.777 -1.670 2.080 -0.171
H -2.161 -3.060 3.537 0.085
H -2.340 -1.459 4.065 0.076
H -0.683 -2.163 3.887 0.072
H -1.024 -2.166 1.573 0.081
C 2.148 0.872 -2.469 -0.199
O 1.854 -0.441 -2.711 -0.089
H 1.487 1.311 -1.771 0.041
H 2.069 1.475 -3.350 0.084
H 3.122 0.997 -2.035 0.059
H 1.347 -0.802 -1.983 0.025
C 0.829 0.261 0.723 -0.132
O 0.491 -0.812 -0.111 -0.153
H 0.594 0.062 1.737 0.074
H 0.446 1.197 0.292 0.082
H 1.921 0.460 0.738 0.080
H 0.937 -1.572 0.263 0.045
```


Below is an isolated molecule of C22H36N2O4, with properties calculated with ωB97M-V with the def2-TZVPD basis set.

## Properties
HOMO-LUMO gap: 8.68 eV
multiplicity: 1
maximum force: 0.013 Eh/bohr
E_LUMO: 0.0211 Ha
SMILES: CCOc1cc(C(=O)NC2CC(C)(C)NC(C)(C)C2)cc(OCC)c1OCC
calculated total energy: -1270.378796 a.u.

XYZ file:
```
64
Properties=species:S:1:pos:R:3:lowdin_charge:R:1
C 2.376 5.817 -0.154 -0.062
C 1.803 4.409 -0.115 -0.261
H 0.709 4.443 -0.222 0.126
H 2.047 3.928 0.843 0.127
O 2.376 3.689 -1.185 -0.030
C 1.995 2.402 -1.396 -0.175
C 1.108 1.699 -0.596 0.028
C 0.817 0.372 -0.892 -0.127
C 1.413 -0.242 -1.982 0.040
C 2.284 0.451 -2.814 -0.176
C 2.591 1.789 -2.518 -0.128
O 3.396 2.602 -3.263 -0.019
C 4.622 2.098 -3.766 -0.229
C 5.531 1.565 -2.665 -0.053
H 5.679 2.328 -1.903 0.081
H 6.495 1.289 -3.084 0.077
H 5.086 0.690 -2.196 0.069
H 4.446 1.325 -4.521 0.110
H 5.079 2.968 -4.247 0.124
O 2.850 -0.084 -3.938 -0.062
C 2.774 -1.478 -4.167 -0.233
C 3.662 -2.283 -3.223 -0.056
H 4.692 -1.944 -3.303 0.077
H 3.615 -3.335 -3.488 0.078
H 3.337 -2.166 -2.192 0.073
H 3.124 -1.592 -5.197 0.125
H 1.736 -1.824 -4.117 0.118
H 1.159 -1.273 -2.164 0.114
C -0.098 -0.468 -0.063 -0.438
O 0.046 -1.674 0.022 0.068
N -1.081 0.221 0.564 0.113
H -1.187 1.192 0.325 0.131
C -2.120 -0.375 1.394 -0.275
C -1.507 -1.127 2.573 -0.084
H -0.883 -0.453 3.162 0.132
H -0.877 -1.917 2.168 0.118
C -2.577 -1.757 3.474 -0.561
N -3.505 -2.515 2.654 0.047
H -4.220 -2.941 3.232 0.125
C -4.091 -1.977 1.440 -0.562
C -2.984 -1.345 0.587 -0.082
H -3.427 -0.829 -0.267 0.131
H -2.329 -2.133 0.216 0.121
C -4.667 -3.180 0.678 -0.042
H -5.508 -3.606 1.221 0.079
H -3.902 -3.945 0.572 0.084
H -5.006 -2.881 -0.310 0.082
C -5.240 -0.976 1.676 -0.033
H -5.759 -0.780 0.741 0.081
H -5.957 -1.392 2.383 0.083
H -4.885 -0.029 2.070 0.059
C -1.897 -2.780 4.397 -0.042
H -2.614 -3.190 5.104 0.079
H -1.494 -3.595 3.803 0.084
H -1.088 -2.315 4.953 0.082
C -3.243 -0.689 4.366 -0.033
H -4.083 -1.124 4.904 0.083
H -3.608 0.156 3.791 0.059
H -2.526 -0.317 5.095 0.081
H -2.727 0.460 1.756 0.139
H 0.692 2.162 0.285 0.103
H 3.456 5.779 -0.046 0.078
H 1.955 6.413 0.651 0.075
H 2.141 6.283 -1.107 0.079
```


Below is a structure of composition C20H36N6O4S3, with properties calculated with ωB97M-V with the def2-TZVPD basis set.

## Properties
HOMO-LUMO gap: 8.08 eV
multiplicity: 1
maximum force: 0.048 Eh/bohr
E_LUMO: -0.0126 Ha
calculated total energy: -2607.705524 a.u.

XYZ file:
```
69
Properties=species:S:1:pos:R:3:lowdin_charge:R:1
N -0.320 5.693 -5.416 -0.017
C -1.197 5.537 -4.223 -0.268
C -1.486 4.036 -3.891 -0.198
C -2.850 3.536 -4.485 -0.180
C -3.459 2.491 -3.479 -0.146
C -4.008 3.163 -2.208 -0.149
C -4.922 4.290 -2.449 -0.028
C -5.513 5.011 -1.454 -0.015
C -5.179 4.642 -0.102 -0.376
N -5.697 5.286 0.953 -0.208
S -5.001 4.480 2.214 0.980
N -4.071 3.376 1.464 -0.245
C -4.260 3.543 0.141 -0.293
C -3.662 2.762 -0.926 -0.101
C -2.737 1.581 -0.631 -0.063
C -1.305 1.951 -0.166 -0.626
N -1.235 3.161 0.679 0.072
N -0.340 2.056 -1.255 0.103
N -0.836 0.795 0.657 0.053
H -0.210 4.782 -5.849 0.049
H -0.791 6.317 -6.063 0.054
H -0.693 5.978 -3.341 0.100
H -2.149 6.077 -4.383 0.103
H -1.544 3.983 -2.790 0.087
H -0.676 3.368 -4.233 0.112
H -2.609 3.003 -5.425 0.110
H -3.543 4.368 -4.663 0.084
H -4.328 2.010 -3.973 0.122
H -2.713 1.711 -3.269 0.095
H -5.149 4.580 -3.480 0.106
H -6.201 5.815 -1.727 0.116
H -2.722 0.918 -1.508 0.111
H -3.190 0.982 0.184 0.121
H -1.690 2.991 1.575 0.055
H -0.251 3.289 0.915 0.072
H -0.793 2.229 -2.140 0.030
H 0.381 2.738 -1.051 0.079
H 0.125 0.942 0.957 0.052
H -1.443 0.651 1.458 0.070
C 1.406 -3.307 1.274 -0.219
C 1.115 -3.335 2.780 -0.207
C 2.143 -2.424 3.463 -0.216
S 2.601 -1.186 2.248 0.667
O 3.991 -1.368 1.909 -0.321
O 2.072 0.097 2.653 -0.342
C 1.601 -1.834 0.919 -0.222
H 0.595 -3.753 0.697 0.123
H 2.327 -3.872 1.058 0.059
H 0.107 -2.953 2.965 0.116
H 1.158 -4.348 3.179 0.097
H 1.727 -1.929 4.339 0.102
H 3.043 -2.970 3.738 0.075
H 2.107 -1.686 -0.033 0.114
H 0.651 -1.297 0.926 0.076
C 5.153 -6.692 3.984 -0.217
C 5.846 -7.271 2.746 -0.213
C 4.818 -7.290 1.610 -0.215
S 3.667 -5.956 1.953 0.680
O 2.371 -6.523 2.228 -0.308
O 3.848 -4.906 0.977 -0.326
C 4.409 -5.452 3.500 -0.231
H 5.866 -6.448 4.771 0.117
H 4.444 -7.420 4.385 0.121
H 6.689 -6.634 2.469 0.119
H 6.241 -8.270 2.935 0.115
H 5.282 -7.121 0.641 0.105
H 4.254 -8.222 1.595 0.106
H 3.635 -5.118 4.188 0.100
H 5.101 -4.636 3.287 0.117
```


Below is a structure of composition C4H12N2O, with properties calculated with ωB97M-V with the def2-TZVPD basis set.

## Properties
HOMO-LUMO gap: 9.49 eV
multiplicity: 1
maximum force: 0.179 Eh/bohr
E_LUMO: 0.0129 Ha
calculated total energy: -344.163421 a.u.

XYZ file:
```
19
Properties=species:S:1:pos:R:3:lowdin_charge:R:1
C -0.438 1.763 -0.145 0.011
C -1.565 0.643 -0.143 -0.612
C -1.949 -1.544 0.185 -0.134
C 2.267 -0.026 0.687 -0.185
H 0.432 1.535 -0.387 -0.085
H -0.220 2.323 0.765 0.082
H -0.831 2.613 -0.765 0.100
H -0.007 -0.599 -0.291 0.041
H -2.645 -1.821 -0.801 0.124
H -1.363 -2.617 0.335 0.109
H -2.590 -1.268 1.111 0.100
H 2.286 0.286 -1.364 0.157
H 1.300 -1.418 -0.845 0.153
H 1.568 -0.476 1.475 0.068
H 3.409 -0.642 0.305 0.136
H 2.536 1.210 0.791 0.122
N -1.072 -0.553 -0.411 -0.042
N 1.538 -0.295 -0.684 -0.229
O -2.658 0.884 0.182 0.083
```


Below is a cluster of 7 separate species, C6H24N7O9 in total, with properties calculated with ωB97M-V with the def2-TZVPD basis set.

## Properties
HOMO-LUMO gap: 9.42 eV
multiplicity: 1
maximum force: 0.044 Eh/bohr
E_LUMO: 0.0903 Ha
calculated total energy: -1303.533050 a.u.
net charge: -1

XYZ file:
```
46
Properties=species:S:1:pos:R:3:lowdin_charge:R:1
N -0.680 -0.245 1.134 -0.545
O -0.145 0.682 0.503 -0.056
O 0.046 -0.926 1.922 -0.053
O -1.904 -0.471 1.075 -0.024
C -2.192 -3.584 3.025 -0.181
O -2.971 -2.400 3.048 -0.138
H -1.323 -3.521 3.687 0.073
H -2.840 -4.422 3.275 0.074
H -1.835 -3.729 2.002 0.057
H -2.437 -1.689 2.664 0.028
C -0.567 3.334 -2.291 -0.153
O -0.365 2.774 -3.590 -0.131
H 0.322 3.969 -2.224 0.069
H -1.431 3.985 -2.157 0.078
H -0.571 2.604 -1.482 0.063
H -0.306 1.816 -3.561 0.068
C 2.733 2.209 -1.790 -0.167
O 2.056 0.993 -1.496 -0.129
H 3.747 1.938 -2.089 0.074
H 2.291 2.664 -2.679 0.065
H 2.813 2.932 -0.984 0.056
H 1.257 1.166 -0.973 0.020
C 0.575 4.543 1.268 -0.667
O -0.574 4.829 0.933 0.010
N 1.458 5.444 1.805 0.139
N 1.100 3.303 1.083 0.170
H 2.427 5.219 1.892 0.081
H 1.179 6.400 1.915 0.096
H 2.089 3.232 1.206 0.085
H 0.555 2.502 0.806 0.057
C -2.125 -2.552 -2.139 -0.678
O -2.347 -3.275 -3.115 -0.018
N -2.929 -2.458 -1.053 0.169
N -0.948 -1.866 -2.027 0.163
H -2.576 -1.956 -0.251 0.059
H -3.807 -2.936 -1.050 0.102
H -0.889 -1.209 -1.272 0.061
H -0.186 -1.999 -2.658 0.098
C 1.601 -3.860 0.560 -0.689
O 2.137 -4.927 0.205 -0.032
N 1.927 -2.693 -0.031 0.164
N 0.666 -3.793 1.533 0.157
H 1.572 -1.809 0.297 0.073
H 2.445 -2.768 -0.885 0.102
H 0.546 -4.591 2.127 0.100
H 0.407 -2.861 1.832 0.048
```